Molecular formula: C12H29As3Cl2V
Method: DFT, ωB97M-V/def2-TZVPD

## Properties
- 2S+1: 2
- Net charge: +2
- HOMO (alpha / beta): -13.18 / -13.18 eV
- LUMO (alpha / beta): -7.71 / -7.41 eV
- Maximum force: 2.68 eV Å⁻¹
- Gap between HOMO and LUMO (alpha / beta): 5.5 / 5.8 eV

Structure (XYZ):
```
47
C12H29As3Cl2V ωB97M-V/def2-TZVPD
As 1.83 -1.54 0.47
As 0.02 -6.79 0.03
As -1.65 -1.81 0.69
V -0.04 -0.05 0.98
Cl -0.21 1.81 -0.22
Cl -1.04 1.45 2.40
C -0.76 -3.53 0.28
C 1.22 -2.92 1.75
C -3.28 -2.25 1.69
C 3.06 -2.49 -0.75
C 0.27 -4.04 1.29
C 3.15 -0.68 1.62
C 1.58 -7.95 -0.10
C -0.95 2.67 1.13
C 1.07 -5.16 0.62
C -0.46 -4.58 2.52
C -2.48 -1.42 -1.02
C -0.23 -6.41 -1.89
H 0.25 -4.93 3.27
H 2.52 -2.96 -1.58
H 3.78 -1.77 -1.15
H -1.53 -4.30 0.14
H 1.59 -4.77 -0.25
H 0.66 -5.94 -2.31
H 1.81 -5.54 1.33
H 3.60 -3.24 -0.17
H 2.10 -3.36 2.25
H -3.07 -0.51 -0.91
H -1.73 -1.27 -1.80
H -1.10 -5.79 -2.09
H 2.33 -7.48 -0.73
H 3.73 0.03 1.04
H -1.09 -5.43 2.24
H -3.12 -2.38 2.76
H -3.70 -3.17 1.26
H -3.15 -2.23 -1.33
H -1.95 3.01 0.86
H 2.01 -8.13 0.89
H 3.83 -1.42 2.06
H -0.27 -3.36 -0.70
H 1.32 -8.92 -0.53
H -0.32 3.50 1.43
H 2.65 -0.14 2.43
H -0.39 -7.37 -2.39
H -3.99 -1.43 1.53
H -1.09 -3.81 2.96
H 0.68 -2.32 2.52
```

***

Molecular formula: C12H29AsO3Sr
Method: DFT, ωB97M-V/def2-TZVPD

## Properties
- Net charge: +2
- HOMO: -15.06 eV
- LUMO: -6.56 eV
- Maximum force: 0.25 eV Å⁻¹
- Gap between HOMO and LUMO: 8.5 eV

Structure (XYZ):
```
46
C12H29AsO3Sr ωB97M-V/def2-TZVPD
Sr 0.32 1.17 -0.19
As -0.69 4.23 -0.53
O 2.65 0.72 0.65
O -1.92 0.48 0.67
O 0.38 -0.48 1.66
C -1.78 6.20 1.40
C 0.77 5.52 -0.44
C -3.17 0.75 0.02
C 1.60 -0.51 2.42
C -1.91 4.76 0.92
C 3.94 1.30 0.34
C -2.00 -0.62 1.60
C 1.76 5.19 0.67
C -1.63 4.75 -2.16
C 2.75 -0.48 1.46
C -0.80 -0.55 2.50
C -2.15 6.18 -2.17
H 2.24 4.22 0.51
H 1.63 0.35 3.10
H -2.44 4.03 -2.31
H 3.76 2.13 -0.34
H -0.81 6.40 1.85
H -2.92 6.33 -1.41
H -0.83 0.33 3.14
H -1.75 4.07 1.75
H -1.35 6.90 -2.01
H 2.56 5.93 0.72
H 1.66 -1.42 3.03
H 3.69 -0.49 2.01
H 1.28 5.16 1.65
H -3.02 1.59 -0.65
H -1.92 6.91 0.58
H -3.50 -0.12 -0.55
H 2.74 -1.35 0.80
H -2.60 6.40 -3.14
H -2.54 6.42 2.15
H -2.91 4.56 0.54
H -0.77 -1.44 3.13
H -2.91 -0.54 2.19
H 4.41 1.67 1.25
H -0.90 4.58 -2.96
H 0.35 6.51 -0.30
H 4.58 0.56 -0.14
H -2.03 -1.55 1.03
H 1.25 5.50 -1.42
H -3.93 1.01 0.76
```